Record 1
88
Properties=species:S:1:pos:R:3:forces:R:3 method="wB97M-V/def2-TZVPD" homo_lumo_gap_ev=5.252 total_charge=+1 de_lowest_kj_mol=69.1 homo_ev=-10.99 multiplicity=1
Pt 0.0670 -0.0409 -0.1962 -0.2 0.9 0.7
C -1.5520 0.2473 -3.3825 0.0 0.0 -0.1
C -0.3866 1.1379 -2.9734 0.2 0.0 0.3
C 0.6667 1.2184 -4.0641 0.0 0.0 0.0
C -0.8390 2.4710 -2.4274 -0.1 -0.1 -0.2
C -0.7398 3.6381 -3.1703 -0.1 0.0 0.0
C -1.1928 4.8411 -2.6434 0.1 -0.1 -0.1
C -1.6959 4.8765 -1.3572 0.0 -0.1 0.1
C -1.7978 3.7233 -0.5723 0.0 0.2 0.1
C -2.2799 3.8653 0.8611 0.0 0.0 0.0
C -3.7334 4.3383 0.9164 0.0 0.0 0.0
C -1.3663 4.8096 1.6486 0.0 0.0 0.0
C -1.3956 2.5146 -1.1434 -0.2 -0.5 0.2
N -1.4581 1.2867 -0.3989 -0.1 0.8 -0.7
C -2.6350 0.8819 0.1415 0.1 -0.1 0.0
O -3.7491 1.3176 -0.0562 0.0 0.0 0.1
C -2.3965 -0.2527 1.1126 0.0 0.0 -0.1
C -3.3501 -0.8401 1.9116 0.0 -0.1 0.0
C -2.9717 -1.9006 2.7308 0.0 0.0 0.0
C -1.6559 -2.3486 2.7332 0.0 0.0 0.0
C -0.7450 -1.7210 1.9119 0.1 0.0 0.0
N -1.1337 -0.6979 1.1493 -0.5 -0.3 0.6
C 0.7165 -2.0802 1.7746 -0.1 -0.1 -0.2
O 1.2251 -2.8965 2.5162 0.0 0.0 0.0
N 1.2846 -1.4052 0.7488 0.9 -0.1 -0.3
C 2.7221 -1.4192 0.6110 -0.5 -0.1 0.0
C 3.5030 -0.7394 1.5577 0.2 0.2 0.0
C 4.8799 -0.6603 1.3472 0.0 0.0 0.0
C 5.4708 -1.2246 0.2338 0.0 0.0 0.0
C 4.6859 -1.9119 -0.6792 0.0 0.0 0.0
C 3.3114 -2.0400 -0.5040 0.1 -0.1 0.0
C 2.5518 -2.8981 -1.5012 0.0 -0.1 -0.1
C 1.9289 -4.1453 -0.8714 0.1 0.0 0.1
C 1.5073 -2.0933 -2.2649 0.0 0.0 0.0
C 2.9288 -0.0940 2.8108 0.0 0.0 0.0
C 3.4186 1.3428 3.0256 0.0 0.0 0.0
C 3.2730 -0.9346 4.0452 0.0 -0.1 0.0
H -1.2012 -0.7401 -3.6870 0.0 0.0 0.0
H -2.0536 0.7087 -4.2356 0.0 0.0 0.0
H -2.2858 0.1360 -2.5864 0.0 0.0 0.0
H 0.1097 0.6472 -2.0673 0.2 -0.1 -0.6
H 0.2204 1.5940 -4.9872 0.0 0.0 0.0
H 1.0644 0.2276 -4.2808 0.0 0.0 0.0
H 1.4936 1.8760 -3.7916 -0.1 0.0 0.0
H -0.3253 3.6119 -4.1697 0.0 0.0 0.0
H -1.1345 5.7484 -3.2310 0.0 0.0 0.0
H -2.0141 5.8231 -0.9382 0.0 0.0 0.0
H -2.2257 2.8900 1.3445 0.0 0.0 0.0
H -3.8492 5.2954 0.4038 0.0 0.0 0.0
H -4.0499 4.4743 1.9515 0.0 0.0 0.0
H -4.3953 3.6133 0.4460 0.0 0.0 0.0
H -1.3502 5.8110 1.2156 0.0 0.0 0.0
H -0.3354 4.4435 1.6837 0.0 0.0 0.0
H -1.7154 4.9029 2.6777 0.0 0.0 0.0
H -4.3623 -0.4633 1.8621 0.0 0.0 0.0
H -3.7082 -2.3883 3.3552 0.0 0.0 0.0
H -1.3118 -3.1737 3.3414 0.0 0.0 0.0
H 5.4963 -0.1466 2.0735 0.0 0.0 0.0
H 6.5407 -1.1517 0.0877 0.0 0.0 0.0
H 5.1504 -2.3949 -1.5307 0.0 0.0 0.0
H 3.2998 -3.2400 -2.2210 0.0 0.0 0.0
H 1.0972 -3.8947 -0.2123 0.0 0.0 0.0
H 2.6624 -4.6960 -0.2824 0.0 0.0 0.0
H 1.5561 -4.8087 -1.6533 0.0 0.0 0.0
H 0.8098 -1.7083 -1.5144 -0.1 -0.1 -0.5
H 0.9330 -2.6989 -2.9680 0.1 -0.1 0.0
H 1.9661 -1.2643 -2.8086 0.0 0.0 0.0
H 1.8394 -0.0652 2.7136 0.0 0.0 0.0
H 4.4877 1.3720 3.2376 0.0 0.0 0.0
H 2.9075 1.7843 3.8826 0.0 0.0 0.0
H 3.2409 1.9901 2.1634 0.1 0.0 0.0
H 4.3564 -0.9792 4.1759 0.0 0.0 0.0
H 2.8947 -1.9507 3.9490 0.0 0.0 0.0
H 2.8428 -0.4884 4.9435 0.0 0.0 0.0
Cl 4.4572 4.4391 -3.9952 0.0 0.0 -0.1
C 3.5317 3.6249 -2.8165 0.0 0.0 0.0
C 2.4577 4.2942 -2.2253 0.1 -0.1 0.0
C 1.7365 3.6530 -1.2492 0.0 0.0 -0.1
C 2.1103 2.3515 -0.8359 -0.3 -0.1 -0.2
C 1.5507 1.7498 0.2935 0.1 -0.8 0.4
C 3.1686 1.6722 -1.5012 0.1 0.0 0.0
C 3.8797 2.3077 -2.4823 -0.1 0.0 0.0
H 2.2076 5.2955 -2.5453 0.0 0.0 0.0
H 0.8909 4.1379 -0.7778 0.0 0.0 0.0
H 0.8838 2.2583 0.9768 0.0 0.2 -0.1
H 2.1311 0.9107 0.6593 0.0 0.2 0.4
H 3.4224 0.6582 -1.2013 0.0 0.1 0.0
H 4.7010 1.8240 -2.9913 0.0 0.0 0.0

=====

Record 2
100
Properties=species:S:1:pos:R:3:forces:R:3 method="wB97M-V/def2-TZVPD" homo_lumo_gap_ev=9.826 homo_ev=-10.03 multiplicity=1
Y 0.5768 -0.1323 1.7164 -0.9 -1.2 0.0
C -3.1235 -1.4373 -0.3667 0.6 0.1 0.7
F -3.7035 -2.5194 -0.8215 -0.3 -0.4 0.0
F -3.5060 -0.3926 -1.0478 -0.1 0.4 -0.4
F -3.4185 -1.2210 0.9154 -0.3 -0.2 0.0
S -1.2667 -1.7356 -0.3689 0.9 0.9 1.5
O -0.9128 -2.2297 0.9390 -0.3 0.5 0.5
O -0.8830 -2.5584 -1.4462 -0.2 -0.1 -1.2
N -0.5988 -0.2008 -0.2777 -1.0 -1.4 -1.6
S -0.4300 0.3536 -1.7994 -0.3 0.8 -0.3
O 0.8918 0.1614 -2.2597 1.1 0.4 -0.1
O -1.4890 -0.0260 -2.6670 -0.6 -0.3 -0.2
C -0.8045 2.1390 -1.4842 0.4 0.1 -0.3
F -2.1133 2.3315 -1.5337 0.0 0.0 0.1
F -0.3570 2.5321 -0.2918 0.0 0.1 0.3
F -0.2155 2.8667 -2.4238 0.0 0.0 0.0
C 4.4274 1.5731 1.4178 -0.3 0.2 -0.2
F 4.3245 0.7141 2.4140 0.1 -0.1 -0.1
F 5.2524 2.5437 1.7147 0.3 0.2 0.3
F 4.8719 0.9459 0.3303 0.1 -0.2 0.0
S 2.7582 2.3188 0.9608 -0.4 -1.6 0.4
O 2.9224 3.7137 0.9623 0.1 1.2 0.2
O 2.3886 1.6628 -0.2499 -0.5 -1.0 -0.4
N 1.6806 1.7223 2.1436 1.8 3.5 -1.2
S 1.7075 2.8013 3.3928 -0.1 -1.5 2.0
O 0.9023 2.2074 4.4223 -0.5 0.2 -0.5
O 3.0378 3.1729 3.7337 0.1 0.3 -0.5
C 0.7836 4.3714 2.8907 0.1 -0.1 0.1
F 0.4874 4.4086 1.6037 -0.2 0.0 -0.3
F -0.3497 4.4041 3.5822 -0.1 0.1 0.1
F 1.5162 5.4126 3.2174 0.1 0.1 0.0
C 0.9305 -0.5881 6.1990 0.1 -0.6 0.0
F 1.6680 0.4416 6.5646 -0.1 0.0 0.1
F 0.9486 -1.5177 7.1467 0.1 0.4 -0.2
F -0.3176 -0.2197 5.9672 -0.1 0.3 0.0
S 1.7037 -1.2775 4.6225 -0.1 0.4 -0.6
O 2.4737 -0.2250 4.0238 -0.4 0.4 -0.5
O 2.4181 -2.4439 4.9878 -0.1 -0.7 0.1
N 0.4381 -1.5073 3.5213 1.0 -1.5 2.2
S -0.4618 -2.8129 3.9955 -0.5 0.4 0.3
O -0.3754 -3.0410 5.4018 0.4 0.0 0.0
O -1.7549 -2.6516 3.4398 -0.6 0.0 -0.6
C 0.3030 -4.3325 3.2292 -0.7 0.1 -0.5
F 1.4558 -4.6544 3.7575 0.4 0.0 0.2
F -0.5753 -5.3012 3.4412 -0.1 -0.3 0.3
F 0.4368 -4.1928 1.9137 0.3 0.1 0.0
C -5.1456 -1.7954 3.5473 0.5 0.0 0.0
C -5.3071 -1.8118 5.0525 0.2 -0.9 0.1
O -4.3974 -0.9091 5.6843 -0.3 0.1 -0.1
H -4.2220 -2.3317 3.3154 -0.1 0.1 -0.2
H -5.0213 -0.7776 3.1716 -0.3 0.0 0.0
H -5.9685 -2.2863 3.0305 -0.1 0.0 0.0
H -5.0663 -2.8292 5.3855 -0.1 0.0 0.0
H -6.3392 -1.6569 5.3727 0.1 0.6 0.0
H -3.7134 -1.4320 6.1097 0.0 0.1 0.0
C 3.7586 1.3056 -4.2174 0.1 0.6 -0.4
C 3.5939 2.8112 -3.9797 0.2 -0.4 0.9
O 4.4647 3.5921 -4.7871 -0.3 0.0 0.0
H 4.7897 1.1474 -4.5394 0.0 -0.1 0.0
H 3.0831 0.9885 -5.0136 0.1 -0.3 0.1
H 3.6005 0.7140 -3.3183 -0.3 0.0 0.0
H 3.8677 3.0230 -2.9433 0.2 0.2 -0.1
H 2.5452 3.1201 -4.0486 0.0 0.0 -0.3
H 4.2635 3.4124 -5.7105 0.0 0.0 0.0
C -2.3205 -2.0107 -5.2912 -0.2 -0.4 0.4
C -1.8140 -3.2855 -5.9456 -0.3 0.3 -0.2
O -1.5494 -3.1099 -7.3350 -0.1 -0.1 -0.1
H -3.3552 -1.8280 -5.5850 0.2 0.3 -0.3
H -1.6610 -1.1727 -5.5181 -0.1 0.1 0.0
H -2.3660 -2.1158 -4.2044 0.3 0.0 0.0
H -2.6157 -4.0247 -5.8911 0.3 -0.2 0.1
H -0.9136 -3.6652 -5.4574 0.0 0.0 0.1
H -1.3531 -2.1852 -7.5088 0.1 0.0 0.1
C 2.6511 -3.1592 -0.9872 0.1 -0.1 0.8
C 2.8560 -1.8183 -0.3270 -0.5 0.3 0.0
O 2.0926 -1.7704 0.9458 0.3 0.6 -0.2
H 3.0610 -3.9453 -0.3458 0.2 0.0 -0.2
H 3.1293 -3.1686 -1.9630 0.0 -0.1 -0.1
H 1.5869 -3.3711 -1.0718 0.0 0.1 -0.3
H 2.4533 -1.0267 -0.9592 -0.1 0.1 0.2
H 3.8810 -1.5492 -0.0795 0.1 -0.2 -0.1
H 2.6067 -2.2243 1.6252 -0.1 -0.1 0.0
C -3.3275 2.2540 1.8251 -0.8 0.1 0.1
C -1.9919 2.1082 2.5006 -0.4 0.4 -0.3
O -1.5728 0.7286 2.4909 0.6 -0.1 0.2
H -3.3796 1.9046 0.7950 0.3 -0.1 0.0
H -3.6566 3.2964 1.8294 0.2 0.0 0.0
H -4.0867 1.7075 2.3959 0.1 0.0 -0.1
H -2.0727 2.4900 3.5172 0.3 -0.3 0.1
H -1.2298 2.6891 1.9945 0.1 -0.2 -0.1
H -2.1630 0.2406 3.0818 0.1 -0.3 0.0
C 0.1656 2.8480 -5.9056 -0.5 -0.6 0.5
C 0.2772 1.3159 -5.9066 -0.3 1.6 0.1
O 1.1738 0.8618 -6.8959 -0.2 -0.5 0.0
H -0.4680 3.0568 -5.0369 0.3 0.5 0.0
H -0.3512 3.2812 -6.7602 0.2 -0.2 -0.3
H 1.1548 3.2919 -5.7848 -0.1 0.2 0.1
H -0.7372 0.9494 -6.0693 0.2 -0.5 -0.3
H 0.5616 1.0528 -4.8820 0.3 -0.5 -0.2
H 1.9002 1.4899 -6.9321 0.0 0.0 0.0

=====

Record 3
90
Properties=species:S:1:pos:R:3:forces:R:3 method="wB97M-V/def2-TZVPD" homo_lumo_gap_ev=5.371 total_charge=+2 de_lowest_kj_mol=105.7 homo_ev=-10.94 multiplicity=1
Re -0.0251 -0.4794 0.3977 1.9 1.3 3.2
C -2.1881 -7.7751 0.9468 -0.2 0.1 -0.1
C -3.2077 -6.8538 0.2793 0.0 -0.7 0.3
N -2.5952 -5.5801 -0.0801 0.0 0.5 0.3
C -2.5098 -4.6470 0.8847 0.0 -0.1 -0.2
C -1.8655 -3.4500 0.7570 0.5 0.8 -0.1
C -1.7608 -2.5807 2.0197 -0.8 -0.8 -0.2
O -2.5308 -2.8069 2.9323 -0.1 -0.2 0.0
O -0.8184 -1.7324 2.0487 1.3 1.1 -0.9
C -1.2868 -3.0917 -0.4894 -0.9 -1.6 0.7
O -0.7329 -1.9831 -0.7335 0.1 0.2 -0.5
C -1.3701 -4.1006 -1.5260 0.1 0.1 0.2
C -0.7654 -3.8448 -2.7599 0.0 -0.3 -0.3
C -0.7666 -4.7894 -3.7470 0.0 0.3 0.3
F -0.1914 -4.4764 -4.9258 -0.2 -0.1 0.0
C -1.3418 -6.0579 -3.5449 -0.1 0.1 0.5
C -1.9326 -6.3114 -2.3126 0.0 0.0 -0.1
C -1.9885 -5.3513 -1.2935 0.3 0.5 -0.5
N -1.3011 -7.0805 -4.4979 0.1 -0.1 -0.2
C -2.5377 -7.7023 -4.9213 0.0 -0.2 0.0
C -2.2657 -9.1576 -5.3021 -0.8 0.3 0.6
N -1.2717 -9.1743 -6.4075 -0.1 -0.3 -0.4
C -0.0150 -8.4946 -5.9913 0.7 0.6 0.2
C -0.3244 -7.0581 -5.5662 0.2 -0.2 0.0
H -2.6702 -8.7076 1.2291 0.0 -0.1 0.0
H -1.7973 -7.3098 1.8497 0.0 0.0 0.0
H -1.3543 -7.9906 0.2796 0.0 0.0 0.0
H -4.0243 -6.6509 0.9765 0.1 0.1 -0.2
H -3.6396 -7.3228 -0.6058 0.0 0.2 0.1
H -2.9798 -4.8602 1.8373 0.0 -0.1 0.0
H -0.3015 -2.8879 -2.9381 0.0 0.1 0.0
H -2.3190 -7.3004 -2.1326 0.0 -0.1 0.0
H -2.9674 -7.1737 -5.7904 0.0 0.0 0.1
H -3.2696 -7.6644 -4.1151 0.0 -0.1 -0.1
H -3.1866 -9.6495 -5.6212 0.2 0.0 -0.1
H -1.8433 -9.6965 -4.4507 0.0 0.0 -0.2
H -1.6677 -8.6723 -7.2146 0.1 -0.2 0.1
H -1.0794 -10.1387 -6.7022 -0.1 0.2 0.0
H 0.6908 -8.4939 -6.8239 -0.2 -0.1 0.0
H 0.4146 -9.0545 -5.1580 -0.1 0.0 -0.1
H -0.6690 -6.4826 -6.4396 0.1 0.0 0.1
H 0.6048 -6.6122 -5.2109 -0.1 -0.1 -0.1
Se 3.6796 1.2215 -2.7381 -0.6 0.3 -0.2
Sb 1.6173 2.1706 -3.4362 0.7 0.1 0.3
Se -0.2876 0.9020 -1.5577 -0.1 -0.4 -0.8
Se -0.5369 3.0170 -0.6900 -0.8 0.6 0.5
Se 1.1427 4.2193 -1.7445 0.7 -0.3 -0.5
N 5.7138 -2.8712 1.2512 0.4 -0.1 0.1
C 4.4742 -2.4130 1.0439 -0.6 0.1 0.0
C 4.0689 -1.9064 -0.2060 -0.1 -0.1 0.2
C 2.7832 -1.4690 -0.3710 0.3 0.1 -0.3
N 1.8654 -1.5058 0.6052 -1.3 0.4 -0.1
C 2.2299 -1.9829 1.8065 0.2 -0.2 0.2
C 3.4987 -2.4314 2.0629 0.1 0.1 -0.2
H 6.4064 -2.7956 0.5257 0.0 0.0 0.1
H 6.0152 -3.1362 2.1750 0.0 0.0 -0.2
H 4.7624 -1.8163 -1.0273 0.1 0.0 -0.1
H 2.4920 -1.0403 -1.3232 -0.1 0.0 0.1
H 1.4678 -1.9973 2.5752 0.0 0.1 0.0
H 3.7528 -2.7726 3.0526 0.0 -0.1 0.1
C 3.9691 2.8249 2.9368 0.0 -0.2 0.0
C 3.3155 1.6202 2.2371 0.2 0.1 -0.1
C 2.7694 2.0876 0.8954 0.3 -0.2 0.1
C 2.3087 1.0093 3.1773 -0.4 -0.2 -0.4
C 2.7378 0.5150 4.3960 -0.1 0.0 0.2
C 1.8388 0.0128 5.3248 0.0 0.1 -0.2
C 0.4752 0.1127 5.0988 0.0 0.1 0.1
C -0.0372 0.6041 3.9116 0.4 -0.1 -0.4
C -1.5264 0.7861 3.7558 -0.4 -0.2 -0.1
C -2.0913 1.5719 4.9494 0.1 -0.1 -0.1
C -1.9983 1.5043 2.4931 -0.1 -0.3 -0.1
C 0.9149 0.8752 2.8688 0.6 0.3 2.6
N 0.5328 0.6469 1.6297 -1.2 -2.1 -3.2
H 4.8153 3.1690 2.3495 0.1 0.1 -0.1
H 4.3196 2.5788 3.9343 0.1 0.0 0.1
H 3.2548 3.6394 3.0142 -0.1 0.1 0.0
H 4.0964 0.8707 2.0612 0.0 0.0 0.0
H 1.9118 2.7411 1.0455 -0.1 0.0 -0.1
H 2.4835 1.2445 0.2654 0.0 0.3 -0.1
H 3.5376 2.6566 0.3760 0.0 0.0 -0.1
H 3.7927 0.5062 4.6266 0.1 0.1 0.0
H 2.1976 -0.4271 6.2425 0.0 0.0 0.1
H -0.2045 -0.2252 5.8628 -0.1 0.0 0.1
H -1.9691 -0.2176 3.7580 0.0 0.1 0.1
H -1.7720 2.6109 4.8971 0.0 0.1 0.1
H -1.7766 1.1608 5.9009 0.0 0.0 0.2
H -3.1770 1.5435 4.9198 -0.1 0.0 0.0
H -1.5033 2.4688 2.3694 0.1 0.0 -0.1
H -3.0684 1.6816 2.5727 -0.1 0.1 0.0
H -1.8488 0.9011 1.5857 -0.2 0.2 0.2

=====

Record 4
10
Properties=species:S:1:pos:R:3:forces:R:3 method="wB97M-V/def2-TZVPD" homo_lumo_gap_ev="7.077 / 8.309" de_lowest_kj_mol=435.5 homo_ev="-8.11 / -8.91" multiplicity=1
C 0.5664 0.0783 -0.0423 -2.1 3.0 -0.8
C 2.7278 0.6044 -0.0177 -2.3 -0.7 0.0
C -0.4638 -0.7654 0.1458 4.1 -3.4 -0.6
C 0.3396 1.5191 -0.1571 -1.0 -0.7 0.4
N 1.8694 -0.2444 -0.3275 1.6 -0.4 0.2
Cl 4.3240 0.4409 0.0325 2.6 -0.1 -0.1
Cl -1.1835 2.2703 0.0025 -0.6 -0.3 0.4
H -0.2417 -1.8771 0.1015 -0.4 1.5 0.1
H -1.3697 -0.4477 0.4251 -3.2 1.2 0.8
H 0.9236 2.2470 -0.6514 1.3 -0.1 -0.4

=====

no.,energy (hartree)
1,-2367.8539
2,-6451.1107
3,-11860.0574
4,-1129.1928